No. 1
{"formula": "C31H64FNO18P2S6", "method": "wB97M-V/def2-TZVPD", "elements": ["C", "C", "P", "C", "C", "C", "C", "O", "C", "C", "C", "C", "N", "O", "O", "C", "P", "O", "O", "O", "S", "O", "O", "F", "H", "H", "H", "H", "H", "H", "H", "H", "H", "H", "H", "H", "H", "H", "H", "H", "H", "H", "H", "H", "H", "H", "H", "H", "C", "C", "C", "S", "O", "O", "C", "H", "H", "H", "H", "H", "H", "H", "H", "C", "C", "C", "S", "O", "O", "C", "H", "H", "H", "H", "H", "H", "H", "H", "C", "C", "C", "S", "O", "O", "C", "H", "H", "H", "H", "H", "H", "H", "H", "C", "C", "C", "S", "O", "O", "C", "H", "H", "H", "H", "H", "H", "H", "H", "C", "C", "C", "S", "O", "O", "C", "H", "H", "H", "H", "H", "H", "H", "H"], "positions_angstrom": [[-2.6976, 3.3994, 4.3611], [-2.9200, 2.4894, 3.1521], [-1.3190, 2.1832, 2.2916], [-1.5367, 2.4924, 0.4908], [-0.7133, 3.7186, 0.0616], [-0.9889, 0.3500, 2.3681], [0.4992, 0.0575, 2.2735], [1.2046, 0.8817, 3.1549], [2.5781, 0.5978, 3.2229], [2.9118, -0.5793, 4.1264], [2.7938, -0.2854, 5.6317], [1.5959, 0.5629, 6.0184], [1.8709, 1.9043, 6.2839], [0.4766, 0.1125, 6.1005], [-1.5351, -0.4589, 1.2407], [-2.4444, -1.4838, 1.4480], [-1.7533, -2.9293, 2.3817], [-0.8514, -2.5751, 3.4663], [-1.1482, -3.8145, 1.2222], [-3.0183, -3.7693, 2.8255], [-4.0324, -0.9196, 2.1376], [-4.0495, -0.9459, 3.5529], [-4.4743, 0.2039, 1.4044], [-4.9326, -2.1123, 1.6478], [-3.6073, 3.4315, 4.9655], [-2.4673, 4.4187, 4.0574], [-1.9015, 3.0177, 4.9980], [-3.5934, 2.9715, 2.4414], [-3.4170, 1.5888, 3.4794], [-2.5844, 2.6341, 0.2294], [-1.1728, 1.6030, -0.0201], [0.3033, 3.4361, -0.1989], [-1.1710, 4.1475, -0.8284], [-0.6830, 4.4628, 0.8550], [-1.3593, -0.0347, 3.3206], [0.8201, 0.2311, 1.2352], [0.6449, -1.0013, 2.5065], [2.9837, 0.4212, 2.2188], [3.0598, 1.5009, 3.6028], [2.3132, -1.4551, 3.8773], [3.9502, -0.8483, 3.9181], [3.7034, 0.1879, 5.9911], [2.6526, -1.2215, 6.1712], [1.4586, 2.2290, 7.1476], [2.8581, 2.1235, 6.2547], [-2.7560, -1.8410, 0.4591], [-1.0874, -3.3779, 0.3656], [-3.1741, -3.5726, 3.7627], [1.4563, -0.5395, -4.4181], [0.7206, -1.4289, -3.4121], [1.3172, -1.1479, -2.0259], [1.9110, 0.5490, -2.0775], [3.3465, 0.5513, -1.9415], [1.1040, 1.3748, -1.2162], [1.4951, 0.8494, -3.7909], [0.9570, -0.5290, -5.3816], [2.4766, -0.9042, -4.5682], [-0.3390, -1.1821, -3.4205], [0.8040, -2.4822, -3.6692], [0.5921, -1.2145, -1.2158], [2.1798, -1.7768, -1.8107], [2.2417, 1.5175, -4.2149], [0.5118, 1.3213, -3.8033], [3.2468, -4.1936, -7.0970], [2.4064, -5.4583, -7.3265], [0.9321, -5.0561, -7.1996], [0.8445, -3.3239, -7.6854], [0.4540, -2.5468, -6.5354], [0.1346, -3.1885, -8.9287], [2.6036, -3.1031, -7.9469], [4.2900, -4.3441, -7.3695], [3.2133, -3.9095, -6.0429], [2.5990, -5.8479, -8.3276], [2.6569, -6.2435, -6.6152], [0.2722, -5.6211, -7.8527], [0.5753, -5.1142, -6.1730], [2.8718, -2.0900, -7.6565], [2.7930, -3.2517, -9.0096], [6.7612, -0.0545, 9.1153], [8.1156, 0.5127, 8.6655], [7.8445, 1.4758, 7.5033], [6.1835, 2.1181, 7.7684], [5.3372, 1.6603, 6.6919], [6.2335, 3.5158, 8.1014], [5.8220, 1.1417, 9.2258], [6.8374, -0.5857, 10.0625], [6.3823, -0.7544, 8.3676], [8.5788, 1.0527, 9.4931], [8.8025, -0.2757, 8.3629], [8.5282, 2.3199, 7.4720], [7.8386, 0.9686, 6.5407], [4.7649, 0.8860, 9.2179], [6.0526, 1.7610, 10.0922], [-6.5187, -3.4811, -2.1211], [-6.7128, -2.0465, -1.6104], [-5.3750, -1.3169, -1.7767], [-4.5348, -2.1143, -3.1475], [-3.3547, -2.7702, -2.6294], [-4.4326, -1.2211, -4.2697], [-5.7840, -3.3617, -3.4523], [-7.4664, -4.0048, -2.2351], [-5.9066, -4.0458, -1.4144], [-7.4804, -1.5448, -2.2021], [-7.0352, -2.0297, -0.5707], [-5.4927, -0.2592, -1.9971], [-4.7344, -1.4367, -0.9065], [-5.2907, -4.2754, -3.7749], [-6.4287, -2.9827, -4.2448], [-2.0395, 3.7593, -5.8796], [-3.3244, 4.5957, -5.9724], [-3.9374, 4.6492, -4.5678], [-2.5597, 4.4915, -3.4164], [-2.7095, 3.2504, -2.7003], [-2.3654, 5.7297, -2.7109], [-1.2876, 4.2829, -4.6605], [-1.4362, 3.8415, -6.7824], [-2.2893, 2.7057, -5.7374], [-3.0790, 5.6052, -6.3075], [-4.0286, 4.1745, -6.6880], [-4.4476, 5.5851, -4.3557], [-4.6044, 3.8106, -4.3786], [-0.5337, 3.6043, -4.2680], [-0.8503, 5.2640, -4.8433]], "orbital_gap_ev": 7.39, "smiles": "CCP(CC)[C@H](COCCCC(N)=O)O[C@@H](P(=O)(O)O)S(=O)(=O)F.O=S1(=O)CCCC1.O=S1(=O)CCCC1.O=S1(=O)CCCC1.O=S1(=O)CCCC1.O=S1(=O)CCCC1", "mol_weight_g_mol": 1012.19, "e_homo_ev": -7.1}



No. 2
{"formula": "C23H64FN12O13PSi2", "method": "wB97M-V/def2-TZVPD", "elements": ["C", "C", "O", "P", "O", "C", "C", "Si", "O", "Si", "C", "O", "C", "O", "C", "C", "O", "C", "C", "C", "C", "C", "C", "C", "F", "O", "C", "C", "H", "H", "H", "H", "H", "H", "H", "H", "H", "H", "H", "H", "H", "H", "H", "H", "H", "H", "H", "H", "H", "H", "H", "H", "H", "H", "H", "H", "H", "H", "H", "H", "H", "H", "H", "H", "H", "H", "H", "H", "C", "O", "N", "N", "H", "H", "H", "H", "C", "O", "N", "N", "H", "H", "H", "H", "C", "O", "N", "N", "H", "H", "H", "H", "C", "O", "N", "N", "H", "H", "H", "H", "C", "O", "N", "N", "H", "H", "H", "H", "C", "O", "N", "N", "H", "H", "H", "H"], "positions_angstrom": [[2.8278, 5.0787, 4.0979], [1.3198, 5.2056, 3.9525], [0.7535, 3.8909, 4.1388], [-0.7013, 3.6381, 3.5356], [-1.7433, 3.6869, 4.5530], [-0.5959, 1.9810, 2.8385], [0.5430, 1.8523, 1.7818], [-0.1968, 1.7958, 0.0466], [0.6987, 0.8423, -0.9956], [0.2797, -0.7817, -1.1717], [0.9748, -1.6231, 0.3676], [0.2414, -1.1762, 1.5005], [-0.0464, -2.0757, 2.5224], [-1.4083, -2.4184, 2.5712], [-2.2421, -1.2777, 2.5936], [-3.2632, -1.3828, 3.7110], [-2.6390, -1.6749, 4.9528], [1.2274, -1.4508, -2.6538], [0.8458, -0.8349, -4.0024], [1.1800, 0.6629, -4.0615], [1.6563, -1.5381, -5.0858], [-1.5598, -1.1011, -1.3895], [-1.8647, -2.5840, -1.5928], [-3.3572, -2.8371, -1.4346], [-1.2119, -3.3455, -0.6274], [-0.9732, 4.7113, 2.3842], [-2.2340, 4.5493, 1.7099], [-3.3855, 5.2732, 2.4122], [3.1065, 4.1649, 3.5846], [3.3359, 5.8772, 3.5758], [3.1327, 4.9914, 5.1308], [1.1200, 5.6120, 2.9709], [0.9681, 5.8739, 4.7257], [-1.5660, 1.7105, 2.4470], [-0.3480, 1.3722, 3.6978], [1.1603, 0.9933, 2.0108], [1.1739, 2.7289, 1.8716], [-0.1716, 3.1678, -0.5069], [-1.6184, 1.4160, 0.1617], [0.9588, -2.6983, 0.2051], [2.0261, -1.3324, 0.4353], [0.5250, -2.9937, 2.4527], [0.1812, -1.6337, 3.4879], [-1.6941, -0.3602, 2.7790], [-2.7720, -1.2092, 1.6440], [-3.7190, -0.3915, 3.7928], [-4.0429, -2.1004, 3.4912], [-1.7630, -1.2565, 4.9390], [2.2882, -1.2940, -2.4507], [1.0775, -2.5273, -2.6840], [-0.2060, -1.0073, -4.1947], [2.0397, 0.8635, -3.4340], [0.3639, 1.2285, -3.6248], [1.3976, 0.9762, -5.0708], [1.3160, -2.5472, -5.2635], [2.7156, -1.5221, -4.8451], [1.5504, -0.9801, -6.0085], [-1.9040, -0.6029, -2.2927], [-2.1663, -0.7660, -0.5593], [-1.5849, -2.8932, -2.5942], [-3.4812, -3.8731, -1.1378], [-3.7892, -2.2310, -0.6501], [-3.8653, -2.7174, -2.3825], [-2.4860, 3.5090, 1.5527], [-2.0999, 5.0013, 0.7381], [-3.7901, 6.0431, 1.7709], [-4.1720, 4.5568, 2.6084], [-3.0538, 5.7064, 3.3390], [-0.4497, -3.8409, -7.4285], [-0.5649, -2.8857, -6.6750], [-0.7286, -5.1159, -7.0483], [-0.0255, -3.6899, -8.7246], [-0.6429, -5.9099, -7.6516], [-1.0458, -5.2666, -6.1101], [0.1874, -2.7600, -9.0322], [0.0796, -4.4525, -9.3654], [1.0228, 0.6885, 5.5592], [0.2780, 0.0551, 4.8233], [1.9554, 0.0906, 6.3479], [0.9718, 2.0511, 5.6493], [2.5670, 0.5943, 6.9621], [2.0197, -0.9096, 6.3079], [0.2959, 2.5281, 5.0769], [1.5694, 2.5913, 6.2478], [4.9441, 1.3084, -1.6258], [5.9477, 1.9853, -1.8137], [4.9503, -0.0539, -1.7842], [3.7527, 1.8412, -1.2661], [4.1416, -0.6298, -1.6448], [5.8157, -0.4821, -2.0538], [3.7070, 2.8377, -1.1514], [2.9187, 1.2968, -1.1203], [-2.9059, -8.0583, -5.9405], [-1.9578, -7.2963, -6.0470], [-2.7708, -9.4115, -6.0600], [-4.1719, -7.6131, -5.6942], [-3.5338, -10.0555, -5.9765], [-1.8501, -9.7666, -6.2388], [-4.3002, -6.6225, -5.6028], [-4.9654, -8.2179, -5.6020], [-1.0753, 1.6044, 9.1433], [-0.1966, 2.2479, 9.6943], [-1.2275, 1.5945, 7.7880], [-1.9711, 0.8413, 9.8409], [-1.9367, 1.0720, 7.3074], [-0.5814, 2.1450, 7.2537], [-1.8825, 0.8285, 10.8393], [-2.6981, 0.3046, 9.4077], [3.3864, 3.6323, -4.4165], [2.7904, 3.7738, -3.3622], [2.9699, 4.2427, -5.5716], [4.5061, 2.8630, -4.5354], [3.4388, 4.1443, -6.4513], [2.1491, 4.8155, -5.5165], [4.8450, 2.3967, -3.7088], [5.0024, 2.7421, -5.3971]], "orbital_gap_ev": 9.45, "mol_weight_g_mol": 822.98, "e_homo_ev": -9.1}